No. 1
C17H23F5INO3Rh | the ωB97M-V functional and the def2-TZVPD basis

The geometry in XYZ format:
```
51
Properties=species:S:1:pos:R:3:forces:R:3
Rh -0.033 0.509 -0.005 0.528 -0.175 -0.003
I 1.402 -1.401 -1.538 0.150 -0.501 -0.323
C 2.044 0.285 -0.450 -0.279 0.189 0.091
H 2.444 1.002 -1.158 0.108 0.012 0.051
H 2.705 -0.029 0.345 0.050 0.034 -0.008
C -0.628 -2.060 2.559 -0.125 -0.100 0.040
C 0.675 -1.327 2.753 0.176 0.166 -0.038
O 0.649 -0.002 2.196 -0.070 -0.005 0.168
C 0.543 1.093 3.125 -0.111 -0.133 0.016
C 1.600 2.126 2.820 0.038 0.081 -0.097
H -0.557 -3.048 3.015 -0.014 -0.025 0.014
H -0.859 -2.193 1.502 0.075 0.029 0.020
H -1.459 -1.528 3.026 0.019 0.021 0.008
H 1.503 -1.852 2.270 -0.078 -0.012 -0.042
H 0.918 -1.240 3.813 0.013 -0.059 0.001
H 0.666 0.702 4.137 -0.024 0.053 -0.013
H -0.469 1.510 3.057 0.050 0.019 -0.026
H 2.592 1.743 3.052 0.014 -0.012 -0.010
H 1.429 3.028 3.408 0.001 -0.007 0.047
H 1.583 2.413 1.766 -0.050 -0.018 0.034
O -1.977 -0.439 0.027 -0.208 0.358 0.200
C -2.718 -1.355 -0.378 0.171 -0.324 -0.192
C -4.212 -1.212 -0.352 -0.089 0.088 -0.035
C -4.957 -2.241 0.540 -0.046 0.027 -0.049
C -4.101 -3.395 1.057 0.121 0.057 0.077
C -3.625 -4.356 -0.028 -0.060 -0.079 -0.007
C -3.025 -3.641 -1.235 0.101 0.083 -0.173
N -2.209 -2.486 -0.864 0.011 0.103 0.162
H -4.561 -1.294 -1.383 0.036 0.036 -0.024
H -4.414 -0.191 -0.031 -0.044 -0.051 0.021
H -5.800 -2.640 -0.026 -0.018 -0.016 0.024
H -5.386 -1.710 1.389 0.033 -0.011 0.032
H -4.662 -3.951 1.808 -0.041 -0.022 -0.024
H -3.231 -2.989 1.586 -0.035 -0.005 -0.003
H -4.460 -4.959 -0.391 -0.010 -0.019 0.031
H -2.898 -5.052 0.393 0.016 0.014 0.025
H -3.805 -3.294 -1.915 -0.018 -0.020 0.039
H -2.388 -4.307 -1.815 -0.037 -0.019 0.007
H -1.201 -2.562 -0.835 -0.066 -0.033 -0.062
F -5.462 4.035 1.453 0.235 -0.095 -0.094
C -4.316 3.648 0.935 -0.237 0.074 0.110
C -3.120 3.995 1.582 0.056 0.007 -0.051
F -3.172 4.703 2.696 0.000 -0.039 -0.030
C -1.928 3.598 1.039 -0.031 0.113 0.225
F -0.785 3.909 1.630 -0.193 -0.076 -0.139
C -1.881 2.835 -0.178 0.227 -0.057 -0.315
O -0.792 2.468 -0.692 -0.228 0.225 0.135
C -3.134 2.511 -0.807 -0.264 0.006 -0.096
F -3.117 1.828 -1.939 0.065 0.084 0.272
C -4.322 2.900 -0.253 -0.018 0.019 -0.018
F -5.484 2.595 -0.811 0.100 0.011 0.024
```
Forces are in eV/Å.

Values from the calculation:
total charge = +1
highest occupied orbital energy (spin up / spin down) = -10.4 / -12.0 eV
energy = -50320.825 eV
spin multiplicity = 5
LUMO (spin up / spin down) = -2.41 / -5.99 eV

Atom charges from the Löwdin analysis, given in e for atoms 1 to 5: 0.91 0.87 -0.71 -0.03 -0.03

No. 2
C17H23F5NO2P2Pt | the ωB97M-V functional and the def2-TZVPD basis

The geometry in XYZ format:
```
51
Properties=species:S:1:pos:R:3:forces:R:3
Pt 0.063 -0.504 0.541 -0.298 -1.565 -0.836
P -2.151 -0.307 -0.001 0.805 -0.559 -1.357
C -1.995 -0.045 -1.784 -0.227 1.609 0.862
C -0.793 0.674 -2.185 -0.521 -0.616 0.329
N 0.315 0.514 -1.415 0.017 -0.802 0.433
C 1.540 0.907 -1.783 -0.159 0.477 -0.604
C 1.692 1.653 -2.952 1.043 -0.579 0.725
C 0.580 1.909 -3.744 -0.685 -0.057 0.124
C -0.664 1.423 -3.368 0.441 0.254 -0.209
C 2.712 0.508 -0.896 0.131 0.211 -0.085
P 2.268 -0.892 0.211 -0.812 -0.035 -0.487
H -1.549 1.605 -3.964 0.090 -0.014 -0.054
H 2.704 1.961 -3.219 -0.420 0.026 -0.113
H 0.701 2.488 -4.654 -0.113 -0.082 0.089
H 3.566 0.212 -1.519 -0.108 0.198 0.082
H 3.031 1.362 -0.278 -0.104 -0.226 -0.140
H -1.912 -1.429 -2.587 0.448 -0.528 0.293
H -2.909 0.249 -2.310 0.098 0.165 0.132
H -0.820 -3.009 -1.823 0.194 -1.001 0.641
O -1.606 -2.388 -2.836 -0.696 -0.181 -1.375
H -2.181 -2.757 -3.534 0.515 0.145 0.584
H -0.125 -2.173 -0.140 0.227 1.537 0.087
O -0.422 -3.389 -0.925 0.494 -1.107 -0.065
H -0.006 -4.297 -0.945 -0.767 1.636 -0.284
C 2.652 -2.365 -0.774 0.494 -0.137 0.040
H 3.688 -2.308 -1.139 -0.220 -0.145 0.099
H 2.531 -3.255 -0.141 0.033 0.208 -0.239
H 1.966 -2.444 -1.632 0.180 0.157 0.397
C 3.324 -0.850 1.649 0.884 -0.084 0.080
H 3.136 -1.756 2.241 0.116 0.253 -0.135
H 4.379 -0.809 1.343 -0.151 -0.062 0.333
H 3.077 0.028 2.259 0.073 -0.203 -0.178
C -2.988 1.038 0.860 -0.490 0.105 0.085
H -3.991 1.186 0.443 0.130 0.111 0.158
H -3.075 0.754 1.916 -0.086 0.116 -0.084
H -2.411 1.965 0.784 -0.119 -0.167 -0.095
C -3.145 -1.775 0.320 -0.444 0.122 0.008
H -3.243 -1.871 1.408 -0.075 -0.113 -0.202
H -4.139 -1.634 -0.127 0.115 -0.211 0.148
H -2.658 -2.668 -0.090 -0.115 0.337 0.088
F -0.976 -0.676 3.616 0.785 1.901 -0.127
C -0.472 0.566 3.381 0.261 -1.731 -2.433
C 0.064 0.893 2.135 0.080 0.390 0.253
C 0.467 2.213 1.944 -0.024 -1.943 -1.966
F 0.907 2.653 0.730 -0.538 -0.576 1.909
C 0.362 3.163 2.953 0.093 3.166 1.386
F 0.722 4.437 2.734 -0.400 -1.642 0.261
C -0.175 2.824 4.187 -0.013 0.771 0.776
F -0.324 3.740 5.159 0.187 -0.730 -0.831
C -0.579 1.515 4.392 -1.182 0.608 2.976
F -1.141 1.162 5.560 0.831 0.595 -1.477
```
Forces are in eV/Å.

Values from the calculation:
total charge = +1
highest occupied orbital energy (spin up / spin down) = -9.9 / -9.9 eV
energy = -58989.050 eV
spin multiplicity = 3
LUMO (spin up / spin down) = -3.23 / -7.80 eV

Atom charges from the Löwdin analysis, given in e for atoms 1 to 5: 0.85 0.67 -0.32 -0.35 -0.04

No. 3
C17H23N3O3S | the ωB97M-V functional and the def2-TZVPD basis

The geometry in XYZ format:
```
47
Properties=species:S:1:pos:R:3:forces:R:3
C 4.981 -0.133 0.448 0.010 -0.013 0.001
C 4.930 -1.365 -0.431 -0.434 0.067 -0.053
H 5.807 -1.442 -1.072 -0.049 -0.087 -0.035
H 4.816 -2.271 0.161 0.122 -0.036 -0.042
S 3.515 -1.316 -1.590 0.382 0.047 -0.451
C 2.248 -1.621 -0.468 0.213 -0.181 0.696
N 2.347 -1.900 0.796 1.156 0.306 -0.835
N 1.088 -2.079 1.241 -1.671 -0.265 0.160
C 0.293 -1.887 0.241 0.433 -0.592 0.850
O 0.970 -1.618 -0.896 0.064 0.028 -0.167
C -1.196 -1.983 0.288 -0.078 0.146 -0.202
N -1.684 -0.946 1.172 -0.301 -0.253 0.206
C -1.136 0.299 1.199 -0.129 -0.167 0.161
O -0.116 0.598 0.628 0.185 0.274 -0.162
O -1.886 1.094 1.972 -0.227 0.028 0.145
C -1.448 2.444 2.271 0.224 0.602 0.108
C -2.540 2.989 3.192 0.225 -0.320 -0.267
H -2.309 4.012 3.475 0.036 0.116 0.024
H -2.612 2.379 4.088 -0.010 -0.041 0.128
H -3.500 2.970 2.682 -0.123 0.033 -0.053
C -0.103 2.410 2.996 -0.167 -0.194 -0.194
H 0.667 2.014 2.339 0.070 0.030 0.017
H 0.175 3.415 3.300 -0.002 0.122 0.059
H -0.169 1.777 3.878 -0.001 -0.028 0.122
C -1.363 3.273 0.991 -0.003 -0.299 0.092
H -1.091 4.296 1.235 0.001 0.137 0.065
H -0.615 2.856 0.322 0.019 0.053 -0.049
H -2.323 3.272 0.480 -0.092 0.047 -0.032
H -2.571 -1.073 1.630 0.096 0.022 0.008
H -1.435 -2.945 0.758 0.080 0.187 -0.114
C -1.846 -1.923 -1.117 0.103 0.052 0.163
C -1.965 -0.512 -1.626 -0.097 -0.124 -0.165
C -1.006 0.041 -2.464 -0.047 -0.003 -0.072
C -1.112 1.356 -2.880 0.050 0.040 -0.064
C -2.184 2.132 -2.475 -0.005 0.087 -0.018
C -3.156 1.583 -1.656 -0.092 0.069 0.023
C -3.044 0.271 -1.234 -0.016 -0.019 -0.095
H -3.810 -0.151 -0.597 -0.063 -0.047 0.039
H -4.004 2.176 -1.346 -0.055 0.046 0.021
H -2.263 3.160 -2.796 -0.009 0.078 -0.033
H -0.353 1.776 -3.523 0.061 0.034 -0.061
H -0.167 -0.556 -2.787 0.050 -0.042 -0.011
H -1.249 -2.528 -1.800 -0.100 -0.078 -0.024
H -2.842 -2.364 -1.042 0.064 -0.032 -0.027
H 5.035 0.770 -0.157 0.027 0.077 -0.013
H 4.096 -0.089 1.077 0.009 0.051 0.050
H 5.860 -0.180 1.088 0.091 0.036 0.101
```
Forces are in eV/Å.

Values from the calculation:
structure (SMILES) = CCSc1nnc([C@H](Cc2ccccc2)NC(=O)OC(C)(C)C)o1
total charge = 0
highest occupied orbital energy = -8.4 eV
energy = -39450.820 eV
relative energy (zero: lowest compared OMol25 entry of this formula, charge and spin) = 1.722 eV
LUMO = 0.66 eV

Atom charges from the Löwdin analysis, given in e for atoms 1 to 5: -0.17 -0.51 0.07 0.07 0.98

No. 4
C17H23N3O9S2 | the ωB97M-V functional and the def2-TZVPD basis

The geometry in XYZ format:
```
54
Properties=species:S:1:pos:R:3:forces:R:3
C 0.980 -2.482 -1.681 -0.276 -0.272 0.015
N 2.143 -1.634 -1.550 -0.057 0.173 -0.177
C 3.156 -1.855 -0.678 -0.065 -0.310 0.065
O 4.163 -1.173 -0.684 0.238 0.053 0.126
C 3.041 -3.007 0.328 0.659 -0.115 0.050
H 3.231 -3.955 -0.188 -0.069 0.146 0.016
H 3.838 -2.853 1.067 -0.303 -0.083 -0.356
O 1.784 -3.187 0.953 0.015 -0.115 0.237
C 1.081 -2.188 1.517 -0.266 0.238 0.097
C -0.269 -2.508 1.740 0.291 0.098 -0.065
C -1.162 -1.578 2.215 -0.033 0.016 0.018
C -0.739 -0.277 2.445 -0.404 0.342 0.218
C 0.576 0.063 2.267 0.226 -0.048 0.014
C 1.505 -0.892 1.849 -1.028 -0.148 0.095
N 2.880 -0.463 1.887 0.156 0.080 0.067
O 3.117 0.659 1.493 0.270 0.317 0.041
O 3.691 -1.225 2.366 0.254 -0.060 0.228
H 0.903 1.067 2.491 0.129 0.059 0.003
S -1.894 0.971 3.014 0.141 -0.314 -0.170
O -1.177 1.917 3.813 0.194 0.227 -0.224
O -3.016 0.289 3.599 0.043 -0.118 -0.293
N -2.322 1.713 1.581 0.512 -0.380 0.746
C -2.619 3.130 1.676 -0.062 0.619 0.018
H -1.797 3.602 2.212 -0.088 0.166 -0.062
C -2.761 3.684 0.259 0.193 -0.017 0.307
H -3.046 4.736 0.283 0.095 -0.054 0.064
O -3.794 3.009 -0.428 -0.229 0.115 -0.053
C -3.497 1.640 -0.537 0.172 -0.384 0.098
H -4.330 1.185 -1.076 0.098 -0.060 0.064
C -3.330 0.987 0.839 -0.441 -0.193 -0.442
H -2.982 -0.039 0.722 -0.146 -0.084 -0.141
H -4.286 0.991 1.382 0.080 -0.053 -0.098
H -2.564 1.506 -1.101 -0.190 0.001 0.018
H -1.813 3.557 -0.281 -0.089 0.092 0.086
H -3.556 3.293 2.230 0.079 0.073 -0.043
H -2.191 -1.834 2.412 -0.115 -0.114 -0.005
H -0.579 -3.516 1.512 -0.029 -0.098 -0.031
C 2.305 -0.421 -2.358 0.670 -0.049 -0.259
C 2.027 0.825 -1.529 -0.612 -0.155 -0.108
H 2.425 0.796 -0.520 -0.146 -0.017 0.076
H 2.371 1.725 -2.029 -0.009 0.130 -0.113
S 0.218 0.889 -1.532 -0.113 0.098 -0.264
O -0.261 2.242 -1.543 0.156 0.412 -0.217
O -0.341 0.010 -0.533 0.158 -0.191 -0.078
C -0.005 0.115 -3.183 0.178 0.340 0.557
C 1.395 -0.318 -3.591 0.231 -0.322 -0.124
H 1.837 0.444 -4.235 0.012 -0.051 0.033
H 1.389 -1.250 -4.156 -0.012 0.058 -0.043
H -0.704 -0.706 -3.068 -0.071 -0.050 0.118
H -0.425 0.868 -3.840 -0.072 0.081 0.010
H 3.356 -0.418 -2.677 -0.308 0.123 0.043
H 1.170 -3.446 -1.219 -0.027 0.023 -0.085
H 0.767 -2.661 -2.734 -0.009 -0.029 -0.002
H 0.112 -2.025 -1.201 0.019 -0.198 -0.072
```
Forces are in eV/Å.

Values from the calculation:
structure (SMILES) = CN(C(=O)COc1ccc(S(=O)(=O)N2CCOCC2)cc1[N+](=O)[O-])[C@H]1CCS(=O)(=O)C1
total charge = 0
highest occupied orbital energy = -9.3 eV
energy = -62566.180 eV
LUMO = -0.51 eV

Atom charges from the Löwdin analysis, given in e for atoms 1 to 5: -0.02 -0.03 -0.44 0.09 -0.07